# 1
Entry from the OMol25 dataset: a cluster of 2 separate species, C4H11NO2 in total in a non-equilibrium geometry (wB97M-V/def2-TZVPD).

Geometry as XYZ:
```
18
Properties=species:S:1:pos:R:3
C -1.856 -0.022 -0.467
C -0.716 -1.056 -0.380
C -0.001 -0.947 1.004
C 1.025 0.211 0.792
N 0.569 1.396 1.348
O 2.060 0.207 0.172
H -1.635 0.932 -0.966
H -2.205 0.315 0.529
H -2.747 -0.591 -0.868
H -1.215 -2.032 -0.434
H 0.213 -0.971 -1.083
H -0.499 -0.649 1.890
H 0.593 -1.811 1.297
H -0.375 1.572 1.730
H 1.149 2.131 1.748
O 2.108 0.282 -2.411
H 2.349 0.920 -1.733
H 1.185 0.112 -2.166
```

Properties
Maximum force in eV/A: 2.9
Energy above the lowest of the compared OMol25 structures with the same formula, charge and spin in kJ/mol: 126.0
Multiplicity: 1
HOMO energy in eV: -10.067
E in Ha: -364.22020
HOMO-LUMO gap in eV: 10.75
LUMO in eV: 0.69
SMILES string: CCCC(N)=O.O

# 2
Entry from the OMol25 dataset: a structure of composition C25H20AsCl3F5N2O7S4Tc in a non-equilibrium geometry (wB97M-V/def2-TZVPD).

Geometry as XYZ:
```
68
Properties=species:S:1:pos:R:3
Tc 0.357 1.116 -1.413
O 0.915 -1.092 -3.979
As -0.534 -0.121 -4.294
O -0.462 0.226 -5.866
O -0.352 1.209 -3.254
C -2.127 -1.096 -3.768
C -2.911 -1.552 -4.819
C -4.138 -2.147 -4.562
C -4.597 -2.273 -3.259
C -3.807 -1.839 -2.206
C -2.576 -1.256 -2.463
S -1.598 -0.782 -1.068
O -1.978 -1.592 0.053
O -0.153 -0.942 -1.453
O -1.734 0.672 -0.794
H 1.273 -1.326 -4.846
H -2.544 -1.426 -5.830
H -4.734 -2.518 -5.385
H -5.570 -2.700 -3.063
H -4.117 -1.963 -1.179
Cl 1.071 4.811 1.646
C 1.531 3.556 0.531
Cl 0.455 3.567 -0.934
Cl 3.196 3.771 -0.044
C 1.394 2.161 1.104
N 1.022 1.185 0.425
S 4.126 1.727 -3.910
C 2.643 2.016 -3.137
N 2.269 1.133 -2.253
C 3.189 0.097 -2.159
C 3.079 -1.049 -1.372
C 4.100 -1.973 -1.414
C 5.227 -1.779 -2.220
C 5.343 -0.659 -3.016
C 4.307 0.268 -2.984
H 2.046 2.880 -3.384
H 2.179 -1.213 -0.796
H 4.020 -2.878 -0.826
H 6.018 -2.516 -2.216
H 6.204 -0.499 -3.648
F -5.909 -1.454 3.269
C -4.927 -0.589 3.129
C -5.079 0.498 2.278
F -6.208 0.629 1.587
C -4.066 1.420 2.132
F -4.258 2.446 1.330
C -2.846 1.279 2.820
S -1.593 2.425 2.635
C -2.722 0.156 3.657
F -1.586 -0.046 4.332
C -3.733 -0.762 3.819
F -3.562 -1.809 4.618
C 1.010 1.926 5.472
C 1.799 0.897 4.677
S 1.060 0.648 3.043
O 1.742 2.020 2.436
C 2.122 -0.701 2.433
C 1.222 -1.925 2.300
H 1.524 2.137 6.408
H 0.016 1.550 5.704
H 0.908 2.856 4.915
H 1.788 -0.079 5.164
H 2.825 1.219 4.501
H 2.937 -0.856 3.138
H 2.510 -0.393 1.465
H 0.735 -2.165 3.247
H 1.814 -2.785 1.993
H 0.446 -1.748 1.554
```

Properties
Maximum force in eV/A: 1.8
Multiplicity: 4
HOMO energy (alpha / beta) in eV: -11.390 / -11.261
E in Ha: -7389.80829
HOMO-LUMO gap (alpha / beta) in eV: 8.34 / 6.05
LUMO (alpha / beta) in eV: -3.05 / -5.21
Total charge: +1